This record from the Open Molecules 2025 dataset describes C32H42N6O4S2Ti as an isolated structure. The level of theory is wB97M-V/def2-TZVPD.

Atoms and positions in Å:
1 Ti 0.588 0.365 -0.014
2 C -1.075 -1.071 1.054
3 C -1.721 -0.405 -0.030
4 C -1.385 -1.168 -1.219
5 C -0.627 -2.273 -0.802
6 C -0.419 -2.222 0.587
7 C 0.160 -3.296 1.481
8 C -1.025 -4.121 2.015
9 C 0.896 -2.692 2.678
10 C 1.087 -4.229 0.705
11 C -1.634 -0.869 -2.703
12 C -0.818 -1.827 -3.584
13 C -3.105 -1.093 -3.096
14 C -1.208 0.563 -3.083
15 C -3.012 0.388 0.268
16 C -3.337 1.568 -0.652
17 C -3.044 0.918 1.709
18 C -4.161 -0.639 0.191
19 H -1.197 -0.816 2.094
20 H -0.115 -2.952 -1.462
21 H -1.698 -3.495 2.605
22 H -0.666 -4.934 2.653
23 H -1.596 -4.553 1.191
24 H 0.242 -2.066 3.286
25 H 1.727 -2.063 2.366
26 H 1.286 -3.491 3.315
27 H 0.537 -4.770 -0.068
28 H 1.525 -4.968 1.383
29 H 1.884 -3.676 0.212
30 H -1.164 -2.859 -3.478
31 H 0.244 -1.786 -3.344
32 H -0.950 -1.539 -4.630
33 H -3.442 -2.083 -2.779
34 H -3.197 -1.036 -4.184
35 H -3.781 -0.354 -2.673
36 H -0.131 0.615 -3.246
37 H -1.465 1.297 -2.322
38 H -1.698 0.865 -4.014
39 H -2.572 2.339 -0.593
40 H -4.291 2.002 -0.338
41 H -3.447 1.275 -1.693
42 H -2.233 1.604 1.937
43 H -3.023 0.107 2.437
44 H -3.981 1.460 1.859
45 H -4.273 -1.065 -0.802
46 H -5.105 -0.161 0.469
47 H -3.975 -1.460 0.887
48 N 3.560 0.360 2.364
49 N 3.962 -0.869 1.864
50 C 3.515 -1.320 0.669
51 N 4.269 -2.325 0.141
52 N 2.445 -0.835 0.104
53 N 2.405 -1.087 -1.362
54 O 1.247 -0.367 -1.658
55 O 2.348 -2.312 -1.718
56 H 4.365 0.917 2.607
57 H 2.866 0.283 3.107
58 H 4.381 -1.563 2.467
59 H 5.263 -2.235 0.258
60 H 3.906 -2.735 -0.715
61 S 3.830 -0.184 -2.208
62 C 3.001 1.123 -3.012
63 C 2.965 1.106 -4.406
64 C 2.425 2.167 -5.109
65 C 1.898 3.244 -4.402
66 C 1.897 3.250 -3.020
67 C 2.436 2.187 -2.282
68 S 2.401 2.199 -0.541
69 H 3.364 0.243 -4.926
70 H 2.402 2.151 -6.191
71 H 1.465 4.082 -4.935
72 H 1.460 4.075 -2.472
73 O 1.348 0.535 4.077
74 C 0.804 1.328 3.286
75 N 0.640 1.125 1.922
76 C -0.059 2.177 1.404
77 O -0.408 2.030 0.150
78 C -0.330 3.160 2.382
79 C -1.004 4.393 2.385
80 C -1.115 5.064 3.578
81 C -0.578 4.536 4.777
82 C 0.073 3.319 4.785
83 C 0.197 2.623 3.585
84 H -1.419 4.799 1.471
85 H -1.625 6.020 3.609
86 H -0.685 5.099 5.696
87 H 0.479 2.902 5.698

ΔE to the lowest compared entry with this formula, charge and spin: 247.6 kJ/mol
gap between HOMO and LUMO (spin up / spin down): 5.40 / 7.25 eV
multiplicity: 2
charge: -1

---

This record from the Open Molecules 2025 dataset describes C32H43BiN9O4 as an isolated structure. The level of theory is wB97M-V/def2-TZVPD.

Atoms and positions in Å:
1 Bi 2.243 -0.636 -0.661
2 N 2.439 -2.491 0.984
3 C 3.682 -3.284 0.918
4 C 4.089 -3.448 -0.544
5 N 4.221 -2.135 -1.193
6 C 5.521 -1.452 -1.004
7 C 5.512 -0.434 0.130
8 N 4.439 0.553 -0.112
9 H 1.634 -3.077 0.773
10 H 2.285 -2.096 1.908
11 H 4.460 -2.763 1.471
12 H 3.557 -4.265 1.375
13 H 5.018 -4.019 -0.596
14 H 3.318 -4.016 -1.071
15 H 4.036 -2.217 -2.190
16 H 6.315 -2.180 -0.824
17 H 5.758 -0.926 -1.928
18 H 5.337 -0.903 1.098
19 H 6.495 0.039 0.170
20 H 4.473 1.304 0.569
21 H 4.571 0.962 -1.035
22 C 3.457 3.011 -5.246
23 N 3.811 1.809 -4.493
24 C 5.066 1.180 -4.906
25 C 3.114 1.319 -3.479
26 O 3.517 0.368 -2.771
27 C 1.774 1.983 -3.158
28 O 0.934 1.169 -2.349
29 C -0.074 0.456 -3.044
30 C 0.365 -0.944 -3.465
31 O 1.368 -1.480 -2.946
32 N -0.390 -1.552 -4.369
33 C -0.037 -2.886 -4.860
34 C -1.606 -0.956 -4.927
35 H 4.354 3.617 -5.368
36 H 3.087 2.751 -6.239
37 H 2.717 3.616 -4.731
38 H 5.918 1.787 -4.598
39 H 5.143 0.191 -4.469
40 H 5.074 1.093 -5.991
41 H 1.968 2.891 -2.584
42 H 1.253 2.260 -4.075
43 H -0.917 0.361 -2.355
44 H -0.419 1.027 -3.908
45 H 0.960 -3.152 -4.526
46 H -0.751 -3.624 -4.494
47 H -0.060 -2.884 -5.948
48 H -2.269 -0.594 -4.141
49 H -1.381 -0.133 -5.608
50 H -2.134 -1.719 -5.490
51 C -8.509 2.893 7.672
52 O -8.566 2.057 6.519
53 C -7.460 1.821 5.829
54 C -7.601 0.989 4.705
55 C -6.518 0.683 3.925
56 C -5.246 1.194 4.234
57 C -5.113 2.027 5.352
58 C -6.196 2.338 6.142
59 C -4.077 0.876 3.458
60 N -2.860 1.367 3.670
61 C -2.064 0.801 2.744
62 C -2.782 -0.070 1.922
63 N -4.062 -0.006 2.400
64 C -2.161 -0.835 0.917
65 C -2.822 -1.784 0.108
66 C -2.110 -2.536 -0.788
67 C -0.736 -2.315 -0.911
68 N -0.090 -1.401 -0.204
69 C -0.756 -0.663 0.724
70 C -0.011 0.249 1.547
71 N 1.337 0.383 1.367
72 C 2.024 1.147 2.208
73 C 1.453 1.857 3.259
74 C 0.092 1.782 3.434
75 C -0.661 0.966 2.579
76 H -9.523 2.938 8.053
77 H -8.172 3.898 7.413
78 H -7.852 2.467 8.432
79 H -8.587 0.607 4.478
80 H -6.670 0.050 3.059
81 H -4.136 2.426 5.584
82 H -6.063 2.979 7.002
83 H -4.863 -0.518 2.072
84 H -3.890 -1.924 0.215
85 H -2.590 -3.293 -1.393
86 H -0.144 -2.897 -1.607
87 H 3.092 1.199 2.047
88 H 2.076 2.452 3.911
89 H -0.423 2.320 4.220

ΔE to the lowest compared entry with this formula, charge and spin: 12.2 kJ/mol
gap between HOMO and LUMO: 5.18 eV
multiplicity: 1
charge: +3

---

This record from the Open Molecules 2025 dataset describes C32H43BrCaN4P2 as an isolated structure. The level of theory is wB97M-V/def2-TZVPD.

Atoms and positions in Å:
1 Ca -0.422 -0.471 0.077
2 C 0.570 -6.134 0.469
3 C 1.322 -4.840 0.443
4 C 2.658 -4.761 0.083
5 C 3.292 -3.528 0.004
6 C 2.531 -2.420 0.300
7 Br 3.321 -0.689 0.168
8 N 1.259 -2.445 0.655
9 C 0.668 -3.643 0.723
10 H 1.252 -6.984 0.435
11 H -0.099 -6.184 -0.393
12 H -0.042 -6.212 1.368
13 H 3.208 -5.663 -0.161
14 H 4.326 -3.431 -0.290
15 H -0.388 -3.633 0.963
16 C 2.289 2.740 0.901
17 P 0.760 2.203 0.059
18 C -0.465 3.126 1.117
19 N 0.045 4.065 1.875
20 C -0.745 4.655 2.806
21 C -0.217 5.672 3.635
22 C -1.007 6.236 4.592
23 C -2.348 5.814 4.765
24 C -2.879 4.839 3.971
25 C -2.080 4.246 2.967
26 N -2.615 3.309 2.145
27 C -1.856 2.761 1.229
28 P -2.639 1.641 -0.035
29 C -3.527 2.986 -0.923
30 C -4.018 0.705 0.801
31 C -5.163 1.552 1.359
32 C -3.391 -0.158 1.900
33 C -4.556 -0.221 -0.303
34 C 0.871 3.069 -1.601
35 C 2.287 2.804 -2.131
36 C 0.624 4.572 -1.493
37 C -0.115 2.434 -2.585
38 H 2.403 3.822 0.890
39 H 3.143 2.264 0.425
40 H 2.251 2.411 1.939
41 H 0.812 5.971 3.486
42 H -0.612 7.014 5.232
43 H -2.953 6.276 5.534
44 H -3.903 4.504 4.077
45 H -4.117 3.566 -0.214
46 H -4.183 2.559 -1.682
47 H -2.819 3.651 -1.415
48 H -4.822 2.281 2.088
49 H -5.879 0.884 1.845
50 H -5.699 2.070 0.562
51 H -2.929 0.444 2.685
52 H -2.677 -0.872 1.466
53 H -4.169 -0.770 2.361
54 H -4.999 0.352 -1.122
55 H -5.345 -0.848 0.121
56 H -3.764 -0.870 -0.692
57 H 3.049 3.330 -1.557
58 H 2.347 3.158 -3.163
59 H 2.525 1.737 -2.134
60 H 1.369 5.062 -0.865
61 H -0.362 4.792 -1.080
62 H 0.679 5.023 -2.488
63 H 0.028 1.354 -2.669
64 H 0.045 2.867 -3.576
65 H -1.151 2.610 -2.311
66 C 0.128 -2.512 -2.912
67 C -0.816 -3.528 -2.341
68 C -0.877 -4.806 -2.869
69 C -1.756 -5.769 -2.375
70 C -2.581 -5.414 -1.310
71 C -2.543 -4.155 -0.739
72 C -3.439 -3.803 0.412
73 C -1.678 -3.121 -1.257
74 N -1.619 -1.914 -0.715
75 H 0.771 -2.952 -3.678
76 H 0.779 -2.090 -2.135
77 H -0.414 -1.666 -3.351
78 H -0.219 -5.060 -3.697
79 H -1.804 -6.758 -2.814
80 H -3.274 -6.148 -0.905
81 H -4.083 -4.642 0.684
82 H -4.062 -2.937 0.173
83 H -2.863 -3.507 1.299

ΔE to the lowest compared entry with this formula, charge and spin: 0.0 kJ/mol
gap between HOMO and LUMO: 3.70 eV
multiplicity: 1

---

This record from the Open Molecules 2025 dataset describes C32H43N7O2P2PdSi2 as an isolated structure in a non-equilibrium geometry. The level of theory is wB97M-V/def2-TZVPD.

Atoms and positions in Å:
1 Pd -0.378 0.680 -0.023
2 C -2.094 -1.716 3.410
3 Si -1.086 -0.142 3.350
4 C -2.201 1.349 3.340
5 C 0.039 -0.087 4.839
6 N -0.077 -0.162 1.887
7 P 1.503 -0.170 1.778
8 C 1.547 -0.044 0.005
9 P 1.526 -0.194 -1.772
10 N -0.055 -0.223 -1.926
11 Si -0.949 0.241 -3.395
12 C -2.510 -0.781 -3.448
13 C -1.338 2.060 -3.370
14 C 0.107 -0.138 -4.892
15 C 2.393 1.253 -2.353
16 C 3.146 1.202 -3.528
17 C 3.724 2.358 -4.022
18 C 3.565 3.562 -3.343
19 C 2.826 3.617 -2.169
20 C 2.236 2.468 -1.671
21 C 2.344 -1.676 -2.317
22 C 1.569 -2.778 -2.675
23 C 2.188 -3.972 -3.013
24 C 3.573 -4.067 -2.972
25 C 4.347 -2.974 -2.595
26 C 3.737 -1.776 -2.268
27 C 2.315 -1.622 2.394
28 C 2.974 -1.637 3.624
29 C 3.539 -2.815 4.084
30 C 3.452 -3.972 3.320
31 C 2.796 -3.962 2.095
32 C 2.223 -2.790 1.632
33 C 2.374 1.303 2.271
34 C 3.772 1.322 2.372
35 C 4.419 2.508 2.667
36 C 3.683 3.674 2.850
37 C 2.296 3.663 2.733
38 C 1.639 2.483 2.435
39 H -2.210 -2.047 4.444
40 H -1.599 -2.527 2.871
41 H -3.107 -1.586 3.017
42 H -2.691 1.419 4.315
43 H -2.993 1.273 2.594
44 H -1.665 2.287 3.181
45 H -0.577 0.110 5.721
46 H 0.794 0.702 4.795
47 H 0.537 -1.044 5.009
48 H -3.291 -0.389 -2.791
49 H -2.317 -1.827 -3.197
50 H -2.917 -0.775 -4.462
51 H -2.132 2.322 -2.669
52 H -1.680 2.360 -4.365
53 H -0.455 2.661 -3.139
54 H 0.713 -1.042 -4.803
55 H 0.767 0.699 -5.132
56 H -0.550 -0.283 -5.754
57 H 3.274 0.269 -4.063
58 H 4.301 2.321 -4.936
59 H 4.023 4.462 -3.732
60 H 2.706 4.555 -1.644
61 H 1.653 2.524 -0.759
62 H 0.489 -2.696 -2.693
63 H 1.593 -4.824 -3.310
64 H 4.055 -5.000 -3.234
65 H 5.425 -3.056 -2.565
66 H 4.343 -0.925 -1.980
67 H 3.045 -0.737 4.222
68 H 4.050 -2.830 5.037
69 H 3.900 -4.888 3.681
70 H 2.734 -4.865 1.503
71 H 1.713 -2.786 0.673
72 H 4.349 0.417 2.228
73 H 5.496 2.524 2.759
74 H 4.194 4.599 3.081
75 H 1.729 4.572 2.875
76 H 0.560 2.476 2.339
77 N -2.512 -1.287 -0.005
78 N -3.688 -0.547 -0.038
79 C -3.669 0.797 -0.051
80 N -4.845 1.410 -0.044
81 N -2.452 1.375 -0.075
82 N -2.326 2.755 0.037
83 O -1.168 3.118 0.146
84 O -3.273 3.515 0.018
85 H -2.391 -1.799 -0.871
86 H -2.510 -1.910 0.792
87 H -4.581 -1.015 -0.090
88 H -5.696 0.875 0.016
89 H -4.881 2.417 -0.062

ΔE to the lowest compared entry with this formula, charge and spin: 60.2 kJ/mol
gap between HOMO and LUMO (spin up / spin down): 6.27 / 5.59 eV
multiplicity: 1
charge: +2

---

This record from the Open Molecules 2025 dataset describes a 6-piece molecular cluster, C32H44F5N2O21P2 overall in a non-equilibrium geometry. The level of theory is wB97M-V/def2-TZVPD.

Atoms and positions in Å:
1 C 4.570 -3.709 4.114
2 C 3.969 -2.872 3.475
3 P 3.074 -1.642 2.259
4 C 2.129 -0.876 3.746
5 C 1.084 0.243 3.366
6 C -0.277 -0.336 2.742
7 N -1.387 0.507 3.273
8 C -2.671 -0.204 3.334
9 C -3.519 -0.156 1.999
10 C -3.208 0.697 0.831
11 C -4.080 0.633 -0.390
12 C -5.265 -0.259 -0.498
13 C -5.584 -1.102 0.692
14 C -4.723 -1.046 1.932
15 O -5.040 -1.820 3.060
16 O 1.810 -2.817 2.252
17 C 1.306 -3.228 1.001
18 C 2.316 -4.113 0.111
19 C 2.321 -3.445 -1.343
20 O 2.421 -0.564 1.045
21 C 3.544 0.142 0.492
22 N 3.151 1.315 -0.325
23 C 4.357 0.578 1.841
24 P 5.852 1.713 1.712
25 O 6.660 1.561 0.210
26 O 5.177 3.295 1.767
27 O 4.475 -0.641 2.556
28 H 5.206 -4.278 4.828
29 H 3.939 -2.269 1.281
30 H 2.899 -0.493 4.470
31 H 1.593 -1.746 4.234
32 H 1.487 1.095 2.757
33 H 0.754 0.708 4.351
34 H -0.397 -1.429 2.959
35 H -0.226 -0.191 1.620
36 H -1.470 1.361 2.724
37 H -3.316 0.164 4.195
38 H -2.475 -1.293 3.555
39 H -2.331 1.397 0.867
40 H -3.816 1.276 -1.265
41 H -5.917 -0.340 -1.429
42 H -6.463 -1.792 0.665
43 H -5.625 -1.291 3.633
44 H 0.783 -2.426 0.387
45 H 0.460 -3.960 1.235
46 H 1.883 -5.151 -0.046
47 H 3.336 -4.200 0.561
48 H 1.247 -3.501 -1.703
49 H 2.994 -3.965 -2.075
50 H 2.582 -2.358 -1.189
51 H 4.339 -0.486 -0.027
52 H 2.541 1.010 -1.099
53 H 3.959 1.760 -0.764
54 H 3.597 1.233 2.368
55 H 6.382 2.365 -0.303
56 H 4.533 3.292 1.022
57 C 8.644 -0.839 -0.553
58 C 8.839 -0.972 -2.032
59 O 10.232 -1.193 -2.152
60 C 10.606 -1.818 -0.996
61 O 11.634 -2.390 -0.852
62 O 9.653 -1.708 -0.036
63 F 8.526 0.180 -2.674
64 H 8.820 0.176 -0.194
65 H 7.652 -1.156 -0.234
66 H 8.295 -1.805 -2.486
67 C -1.257 -1.070 -1.779
68 C -1.567 -0.221 -2.974
69 O -0.502 0.710 -2.987
70 C 0.557 0.062 -2.421
71 O 1.684 0.433 -2.505
72 O 0.169 -1.052 -1.761
73 F -2.732 0.455 -2.810
74 H -1.639 -0.642 -0.847
75 H -1.637 -2.086 -1.878
76 H -1.590 -0.766 -3.921
77 C -7.057 2.297 -4.198
78 C -8.030 1.740 -5.193
79 O -7.942 0.345 -4.978
80 C -7.603 0.194 -3.665
81 O -7.702 -0.827 -3.065
82 O -7.148 1.360 -3.130
83 F -7.639 2.008 -6.464
84 H -6.033 2.318 -4.577
85 H -7.328 3.299 -3.866
86 H -9.062 2.069 -5.048
87 C -10.081 -0.923 3.178
88 C -10.401 -0.058 1.995
89 O -9.351 0.888 1.995
90 C -8.280 0.250 2.553
91 O -7.166 0.630 2.477
92 O -8.658 -0.888 3.201
93 F -11.576 0.597 2.171
94 H -10.469 -0.514 4.114
95 H -10.447 -1.942 3.062
96 H -10.416 -0.590 1.039
97 C 3.660 5.021 -2.189
98 C 3.857 4.889 -3.669
99 O 5.248 4.672 -3.788
100 C 5.624 4.050 -2.633
101 O 6.652 3.478 -2.488
102 O 4.668 4.158 -1.671
103 F 3.541 6.043 -4.310
104 H 3.834 6.038 -1.830
105 H 2.668 4.702 -1.871
106 H 3.315 4.055 -4.122

gap between HOMO and LUMO: 6.27 eV
multiplicity: 1
charge: -1